ORCA calculation (ωB97M-V/def2-TZVPD) on a 10-piece molecular cluster, C48H57BN9O2P overall.

The value obtained for the HOMO-LUMO gap is 7.5 eV. As for the structure (SMILES): CB(O)[PH3]CCO.c1ccncc1.c1ccncc1.c1ccncc1.c1ccncc1.c1ccncc1.c1ccncc1.c1ccncc1.c1ccncc1.c1ccncc1. The net charge is 0.

Element x y z (Å)
C1 6.98808 -2.07936 -1.71758
B1 5.95125 -0.94995 -2.03454
O1 6.33016 0.36138 -2.00332
P1 4.09187 -1.44131 -2.53605
C2 2.27055 -1.88100 -3.02904
C3 1.23278 -1.69015 -1.93556
O2 0.61038 -2.90529 -1.50485
H1 6.47405 -2.93347 -1.27117
H2 7.76635 -1.72601 -1.04152
H3 7.45804 -2.41763 -2.64554
H4 5.66446 0.93384 -1.59536
H5 3.66735 -1.31990 -1.14764
H6 4.05181 -0.32859 -3.48294
H7 4.52555 -2.75471 -2.95351
H8 2.26666 -2.92928 -3.33780
H9 2.01926 -1.29033 -3.91267
H10 1.65763 -1.17045 -1.06604
H11 0.41009 -1.08315 -2.31101
H12 1.28451 -3.47415 -1.12589
N1 4.53051 2.34905 -0.02834
C4 5.03912 3.34967 -0.74544
C5 4.51319 4.63012 -0.76122
C6 3.40335 4.89339 0.02459
C7 2.86560 3.86416 0.78334
C8 3.46019 2.61332 0.71803
H13 5.90920 3.11550 -1.35130
H14 4.96580 5.38703 -1.38206
H15 2.95847 5.88001 0.03899
H16 1.99645 4.02109 1.40730
H17 3.06282 1.78164 1.28948
N2 6.90385 -5.16660 0.08055
C9 6.59724 -6.46070 0.05157
C10 6.75130 -7.31040 1.13693
C11 7.25406 -6.78722 2.31720
C12 7.57909 -5.44136 2.36134
C13 7.38435 -4.67767 1.21980
H18 6.20889 -6.83389 -0.89002
H19 6.48280 -8.35468 1.05560
H20 7.38988 -7.41709 3.18678
H21 7.97519 -4.98897 3.26007
H22 7.62476 -3.61944 1.21477
N3 5.72220 4.98628 -3.75445
C14 6.23359 6.10260 -4.26789
C15 6.93194 6.14700 -5.46466
C16 7.11215 4.96587 -6.16672
C17 6.58745 3.79520 -5.64451
C18 5.90298 3.85974 -4.44053
H23 6.07490 7.00729 -3.68986
H24 7.32380 7.08466 -5.83399
H25 7.65292 4.95809 -7.10412
H26 6.70355 2.84911 -6.15470
H27 5.47777 2.96226 -4.00193
N4 -1.17620 -7.36673 0.78434
C19 -0.71647 -6.37649 0.02322
C20 -1.23560 -5.08937 0.03367
C21 -2.29495 -4.82039 0.88442
C22 -2.78573 -5.83794 1.68636
C23 -2.19259 -7.08902 1.59697
H28 0.11182 -6.63105 -0.63028
H29 -0.82544 -4.31565 -0.60123
H30 -2.72724 -3.82860 0.92284
H31 -3.60829 -5.66870 2.36804
H32 -2.54695 -7.91212 2.20850
N5 -2.99358 -0.26738 3.78715
C24 -2.45695 -0.60395 2.61745
C25 -1.52250 -1.61632 2.46207
C26 -1.11720 -2.32158 3.58408
C27 -1.66616 -1.98449 4.81070
C28 -2.59824 -0.95874 4.85264
H33 -2.79653 -0.03176 1.76081
H34 -1.12407 -1.84693 1.48253
H35 -0.39242 -3.12140 3.50122
H36 -1.38732 -2.50750 5.71502
H37 -3.05147 -0.67764 5.79742
N6 -6.33733 0.94661 6.67934
C29 -5.84003 0.52712 5.51703
C30 -6.61690 0.23875 4.40438
C31 -7.98967 0.39206 4.50404
C32 -8.52515 0.82946 5.70644
C33 -7.65851 1.09173 6.75740
H38 -4.76682 0.41925 5.46557
H39 -6.14759 -0.09342 3.48653
H40 -8.63118 0.18142 3.65708
H41 -9.59074 0.97112 5.82664
H42 -8.03744 1.44239 7.71212
N7 -6.07381 -0.71488 0.89810
C34 -7.27696 -1.28229 0.86778
C35 -8.22035 -1.02964 -0.11684
C36 -7.89747 -0.13561 -1.12487
C37 -6.64891 0.46390 -1.10546
C38 -5.77723 0.14047 -0.07621
H43 -7.49360 -1.97428 1.67540
H44 -9.18237 -1.52274 -0.09111
H45 -8.60609 0.08980 -1.91111
H46 -6.35329 1.16887 -1.87011
H47 -4.79103 0.58996 -0.02818
N8 -7.58263 6.33112 3.30898
C39 -7.24774 5.04560 3.38545
C40 -7.30411 4.30356 4.55588
C41 -7.72879 4.93244 5.71431
C42 -8.07939 6.27146 5.65169
C43 -7.98983 6.92126 4.42932
H48 -6.91713 4.58712 2.45944
H49 -7.02029 3.25900 4.55798
H50 -7.78331 4.38660 6.64754
H51 -8.41548 6.80512 6.53030
H52 -8.25760 7.96884 4.34132
N9 2.65949 0.73906 -6.37477
C44 2.34906 1.85553 -5.72172
C45 1.35883 2.73554 -6.13264
C46 0.65311 2.43981 -7.28754
C47 0.96580 1.28022 -7.97830
C48 1.97296 0.46628 -7.48072
H53 2.92459 2.05318 -4.82288
H54 1.15007 3.62844 -5.55941
H55 -0.12688 3.10083 -7.64269
H56 0.44159 1.00842 -8.88420
H57 2.24401 -0.45124 -7.99178

Forces on the atoms, in the same order (eV/Å):
-0.181 0.257 -0.091
0.070 -0.174 -0.022
0.110 0.102 0.622
0.133 0.103 -0.101
0.080 -0.058 0.066
-0.286 0.045 -0.288
0.002 0.082 0.065
0.173 -0.177 -0.076
0.108 -0.024 -0.035
0.051 -0.151 0.034
-0.228 0.159 -0.334
-0.093 -0.036 0.072
-0.094 0.001 0.072
-0.044 0.024 -0.008
-0.006 -0.040 0.002
0.041 0.041 -0.024
0.036 0.022 0.017
-0.029 0.054 0.128
0.162 -0.050 0.041
0.088 -0.118 -0.214
0.037 -0.007 -0.085
-0.065 0.155 0.157
-0.010 -0.079 0.012
0.002 0.000 -0.035
-0.032 -0.043 0.050
0.019 0.057 0.014
-0.006 -0.032 -0.050
0.007 0.007 0.018
0.002 -0.012 0.014
-0.019 0.018 0.005
-0.048 -0.027 -0.013
-0.013 -0.024 -0.027
0.007 0.001 0.006
0.000 -0.002 0.003
-0.001 -0.010 0.001
0.018 0.066 0.002
-0.005 -0.025 0.017
-0.003 -0.003 -0.011
0.000 -0.002 0.003
0.001 0.013 -0.002
0.009 -0.007 0.025
0.057 0.008 -0.063
0.000 0.028 -0.003
0.001 -0.008 -0.008
0.001 0.000 -0.003
0.004 0.009 -0.020
-0.059 -0.055 0.055
0.016 0.012 -0.024
0.000 0.009 0.009
0.003 0.000 -0.003
-0.014 -0.012 0.009
0.031 -0.023 -0.021
0.013 -0.015 0.004
0.026 -0.002 -0.015
-0.014 -0.006 0.005
-0.042 0.049 0.037
0.021 -0.015 -0.010
-0.009 -0.021 0.037
-0.008 0.026 -0.012
-0.027 -0.052 -0.028
-0.035 -0.012 0.014
-0.006 -0.010 0.001
-0.022 0.018 0.005
0.002 -0.090 0.051
-0.034 0.072 -0.090
0.041 -0.011 -0.031
-0.007 -0.014 0.005
0.000 -0.031 -0.087
0.019 0.019 0.116
0.010 -0.030 -0.015
0.009 0.016 -0.006
-0.002 -0.005 -0.009
-0.005 0.012 0.012
0.049 -0.029 0.035
-0.033 0.020 -0.017
-0.004 0.029 0.080
0.005 -0.042 -0.104
-0.013 0.011 0.005
0.000 0.012 -0.017
-0.019 0.041 0.033
0.016 0.069 -0.078
0.029 0.009 0.010
-0.002 0.002 -0.003
-0.001 0.002 0.024
-0.048 -0.028 -0.013
0.020 0.007 0.046
-0.013 -0.040 0.039
-0.003 0.010 -0.002
-0.003 0.002 -0.003
-0.008 -0.002 -0.005
0.038 0.018 0.003
-0.022 -0.005 -0.017
-0.001 -0.007 0.010
-0.003 0.001 -0.003
0.012 0.003 0.001
-0.012 0.020 -0.025
0.000 0.012 -0.022
0.005 -0.021 -0.033
0.026 -0.068 0.008
-0.011 0.005 0.015
-0.001 -0.010 0.000
-0.012 0.039 0.004
0.002 -0.026 0.018
0.009 0.000 -0.005
0.010 -0.006 0.001
-0.003 0.013 -0.004
-0.003 -0.002 0.030
0.038 -0.035 0.037
0.042 0.008 0.052
-0.007 0.005 -0.008
-0.001 0.000 0.000
-0.004 0.006 0.005
-0.005 -0.023 -0.025
-0.027 0.022 0.007
0.013 0.002 0.009
-0.003 0.002 -0.002
0.003 -0.012 -0.003
-0.019 0.010 -0.021